Record 1
# C40H66Ge3KN5O3

A molecular structure, C40H66Ge3KN5O3 at a distorted geometry (ωB97M-V/def2-TZVPD, OMol25).

Properties
* multiplicity: 1
* gap between HOMO and LUMO: 5.72 eV
* E_tot: -242010.4093 eV
* E_LUMO: -0.2 eV
* relative energy (zero: lowest compared OMol25 entry of this formula, charge and spin): 153.2 kJ/mol
* maximum force: 0.0610 Eh/bohr

```
118
Properties=species:S:1:pos:R:3:forces:R:3:lowdin_charge:R:1
K 1.90000 -0.18478 -1.44796 0.0 0.1 0.3 0.637
C 2.08798 -3.76739 1.07361 0.0 -0.7 -0.5 -0.027
C 2.88588 -3.19933 -0.13308 -1.5 -1.2 0.5 -0.248
C 4.11428 -2.59048 0.02906 -0.7 0.5 2.0 -0.043
C 4.85115 -2.03978 -0.97540 1.2 -0.2 -0.2 -0.289
C 6.13630 -1.32354 -0.63262 -0.7 0.8 -1.2 -0.020
C 4.45024 -2.35355 -2.24282 -1.3 0.1 -1.4 -0.025
C 3.23923 -3.00576 -2.49062 -0.5 -1.4 1.1 -0.312
C 2.84113 -3.53331 -3.81608 0.5 1.7 -1.9 -0.053
C 2.42995 -3.45373 -1.43516 0.3 1.7 0.6 -0.034
H 1.71520 -3.07505 1.84228 0.6 0.1 -0.3 0.066
H 2.69634 -4.57097 1.52973 -0.1 0.6 0.1 0.084
H 1.17896 -4.31545 0.76235 0.4 0.4 -0.3 0.068
H 4.48739 -2.42711 1.03219 -0.1 -0.1 0.3 0.126
H 6.31804 -0.47088 -1.31698 -0.2 -0.4 0.3 0.083
H 6.97659 -1.98455 -0.76991 0.4 -0.3 0.4 0.081
H 6.03555 -0.91409 0.36313 0.4 -0.1 0.3 0.072
H 4.97189 -2.04970 -3.12053 0.7 0.3 -0.4 0.123
H 3.69909 -4.05515 -4.23006 0.1 -0.1 -0.3 0.082
H 2.61043 -2.67263 -4.53512 0.1 -1.3 0.7 0.110
H 2.03737 -4.25145 -3.75979 -0.4 0.1 0.0 0.073
H 1.40460 -3.78901 -1.62944 0.5 -0.4 0.1 0.113
C -5.64344 -3.60431 -2.01564 -1.2 -0.1 1.1 -0.212
C -4.34093 -3.25225 -2.65398 0.8 1.2 -1.2 -0.363
Ge -3.01038 -2.03653 -1.73137 -0.5 -1.5 0.2 0.846
C -1.77095 -3.38950 -0.86228 0.0 0.7 -1.2 -0.354
C -2.38061 -4.39992 0.10559 -0.5 -1.6 -1.1 -0.180
C -3.88259 -0.70819 -0.54438 -0.4 -0.1 -0.8 -0.235
C -3.40384 0.23247 0.28840 -0.8 -0.2 -0.2 -0.413
Ge -1.47549 0.26789 0.80421 0.3 0.9 0.3 0.896
C -1.55131 1.98288 1.99487 0.9 -0.2 -0.5 -0.412
C -2.23691 1.93695 3.34069 -0.8 0.0 0.4 -0.188
C -1.33148 -1.12446 2.25012 0.9 0.0 0.3 -0.438
C -2.51382 -1.60821 3.02962 -1.2 -0.3 1.3 -0.202
C -4.44377 1.21837 0.77998 1.4 0.3 -1.8 -0.272
C -5.35982 0.77485 1.69913 -0.8 0.2 0.9 -0.079
C -6.32979 1.60886 2.20016 -0.7 2.2 0.3 -0.073
C -6.38237 2.96766 1.77030 0.1 -1.4 -0.3 -0.099
C -5.53224 3.37595 0.76476 1.3 0.3 -0.9 -0.105
C -4.54274 2.52322 0.22519 -0.9 -0.8 1.4 -0.041
H -6.19773 -4.37754 -2.55690 0.0 0.1 -0.1 0.062
H -6.34190 -2.75326 -1.86339 0.5 -0.2 -0.4 0.071
H -5.52646 -3.97449 -0.99503 0.2 -0.2 0.0 0.055
H -4.55323 -2.65831 -3.59329 0.2 -0.8 0.6 0.057
H -3.73554 -4.15164 -2.94715 -0.6 0.7 0.2 0.072
H -1.07223 -2.72243 -0.34754 0.3 -0.3 0.1 0.005
H -1.21204 -3.92684 -1.72920 -0.9 0.8 1.4 0.084
H -2.95132 -4.09436 0.96454 -0.1 1.0 0.3 0.046
H -1.54879 -4.97260 0.51065 -0.1 -0.5 0.1 0.047
H -3.10200 -5.12921 -0.40387 1.1 0.9 0.4 0.084
H -4.96295 -0.65298 -0.79066 0.4 -0.1 0.2 0.061
H -1.96656 2.75238 1.32464 -0.1 0.0 0.3 0.028
H -0.51546 2.30619 2.19237 0.0 -0.1 -0.3 0.013
H -3.31270 2.03386 3.23642 -0.4 -0.5 -0.2 0.051
H -2.03849 2.78396 3.99363 0.6 0.2 0.1 0.056
H -2.03767 1.02339 3.92215 0.1 0.3 -0.3 0.045
H -0.64343 -0.79242 3.04523 0.1 0.7 -0.2 0.033
H -0.70576 -1.91270 1.84613 -0.3 -0.7 -0.4 0.005
H -2.90260 -0.76017 3.65777 0.1 -0.9 -0.5 0.063
H -2.27990 -2.45162 3.70585 0.3 0.4 0.1 0.066
H -3.36005 -2.04416 2.50265 -0.1 0.4 -0.7 0.043
H -5.31700 -0.21737 2.09175 0.3 -0.6 0.0 0.106
H -7.03721 1.32319 2.98456 0.3 -0.3 -0.4 0.102
H -7.12854 3.67265 2.08768 -0.2 0.0 0.5 0.087
H -5.55198 4.40594 0.38371 -0.3 -0.4 0.2 0.100
H -3.91047 2.84141 -0.60090 0.0 -0.1 0.3 0.099
N 0.79824 2.38326 -0.88232 -2.5 -1.4 1.3 -0.017
N 1.02608 3.43228 -1.70401 0.1 0.9 -1.3 -0.035
C 2.14119 3.48120 -2.42424 1.5 0.9 -0.1 -0.351
N 2.43737 4.67759 -3.00783 0.9 -2.4 -0.2 0.194
N 2.92507 2.38060 -2.37425 -2.0 0.3 0.5 0.097
N 4.05844 2.30322 -3.03412 1.3 0.0 -1.0 -0.458
O 4.50779 3.22825 -3.73049 -0.2 0.0 0.1 0.011
O 4.64905 1.23444 -2.92780 -0.1 0.1 0.1 0.023
H -0.23567 2.04430 -0.84766 2.1 0.6 -0.1 0.051
H 1.05687 2.66607 0.05635 -0.1 -0.5 0.2 0.078
H 0.52562 4.29766 -1.64683 -0.5 0.2 0.2 0.152
H 1.88858 5.48633 -2.89024 -0.6 0.7 0.0 0.097
H 3.23173 4.60611 -3.63977 -0.1 0.4 0.2 0.088
C -3.13287 -0.03152 -6.15967 -0.7 -1.5 0.7 -0.244
Ge -2.77251 0.37512 -4.27044 -0.3 -1.8 0.8 0.787
C -4.46833 1.05321 -3.48324 -0.1 0.7 -1.1 -0.218
C -1.38016 1.70007 -4.01372 0.2 0.4 -0.3 -0.232
C -2.06572 -1.30677 -3.28434 0.7 1.1 -0.2 -0.385
H -3.52073 0.84376 -6.65812 -0.2 0.2 -0.2 -0.001
H -3.96264 -0.84227 -6.08411 1.5 1.3 -0.5 0.050
H -2.22661 -0.39307 -6.67770 -0.6 0.0 0.2 0.017
H -4.28401 1.28602 -2.43948 -0.2 0.0 0.1 -0.026
H -5.35837 0.40199 -3.58596 0.7 0.1 0.1 0.028
H -4.72708 2.00292 -4.03890 0.3 -0.8 0.6 0.035
H -1.14692 2.16289 -5.00385 0.0 0.0 1.1 0.035
H -0.50415 1.30137 -3.50171 0.2 -0.3 -0.5 -0.010
H -1.75975 2.38167 -3.25743 -0.2 0.7 -0.3 0.004
H -1.13280 -0.94665 -2.81369 -0.1 0.2 -0.2 -0.035
H -1.69404 -2.10954 -3.95468 -0.6 0.3 0.2 0.020
C 6.06964 2.79391 6.10021 0.0 0.4 -0.4 -0.043
C 5.09063 2.29253 5.07476 1.3 -1.2 0.1 -0.267
C 4.11650 1.38803 5.44588 -0.9 -1.8 1.9 -0.014
C 3.15621 0.86808 4.56997 0.4 -0.4 0.6 -0.208
C 2.13579 -0.17349 5.02220 -0.3 -0.1 -2.4 -0.027
C 3.26783 1.22156 3.23299 0.1 1.2 -2.2 -0.084
C 2.16973 0.91465 2.22974 1.3 0.0 -1.3 -0.135
O 2.38893 0.84329 1.00817 -0.4 -0.1 2.2 -0.104
C 4.38302 2.03474 2.76780 -1.3 -0.6 0.9 -0.164
C 4.56204 2.51951 1.35903 -0.2 1.5 -0.2 -0.049
C 5.27719 2.50751 3.72569 -0.1 0.5 -1.4 -0.015
H 6.89500 3.36825 5.66717 -0.4 0.1 0.0 0.081
H 6.54099 2.02839 6.69965 -0.2 -0.5 0.1 0.078
H 5.47171 3.40649 6.75505 0.2 0.5 0.5 0.079
H 4.14862 0.87015 6.47628 -0.1 1.4 -1.4 0.151
H 2.19533 -0.53842 6.01342 0.7 -0.4 0.9 0.064
H 2.04957 -1.00389 4.26354 0.6 0.4 1.0 0.098
H 1.12910 0.18633 4.94815 -0.7 0.8 0.1 0.064
H 1.12820 0.83257 2.58809 0.2 -0.2 0.1 0.103
H 3.73463 3.16307 1.00483 -0.2 -0.6 0.3 0.090
H 4.69279 1.78448 0.60147 0.1 -0.8 -0.4 0.059
H 5.37951 3.24446 1.27475 0.3 -0.4 0.4 0.080
H 6.12030 3.05844 3.28745 -0.2 0.0 0.8 0.122
```
Positions in Å, forces in eV/Å.

Record 2
# C4H14N

2 unconnected molecules or ions with the total composition C4H14N at a distorted geometry (ωB97M-V/def2-TZVPD, OMol25).

Properties
* multiplicity: 1
* gap between HOMO and LUMO: 10.58 eV
* E_tot: -5858.1728 eV
* E_LUMO: -3.9 eV
* net charge: +1
* relative energy (zero: lowest compared OMol25 entry of this formula, charge and spin): 65.7 kJ/mol
* maximum force: 0.0245 Eh/bohr

```
19
Properties=species:S:1:pos:R:3:forces:R:3:nbo_charge:R:1
C 2.18010 -0.49553 -0.07174 0.1 -0.1 -1.1 -0.612
C 3.43816 -1.22279 -0.56595 -0.4 -0.6 0.5 -0.605
H 1.49071 -1.13733 0.47494 0.2 -0.1 0.3 0.184
H 2.46216 0.38389 0.50447 -0.1 -0.1 0.2 0.210
H 1.64008 -0.16409 -0.96535 -0.1 0.2 0.1 0.188
H 4.07493 -0.53904 -1.11315 0.3 0.1 0.2 0.216
H 3.25123 -2.06179 -1.24123 -0.4 0.2 0.0 0.210
H 3.93200 -1.69076 0.28725 0.4 0.4 -0.1 0.212
C -1.34238 0.33483 0.34468 0.7 0.2 -0.5 -0.235
C -1.47637 1.34459 -0.80141 -0.2 -0.7 -0.3 -0.653
N -2.65065 0.08130 1.04961 0.7 0.5 -0.9 -0.663
H -0.94845 -0.62669 0.02093 -0.3 -0.1 -0.1 0.239
H -0.59763 0.70344 1.04183 -0.3 0.1 0.5 0.238
H -1.58584 0.87227 -1.77866 0.3 -0.3 0.1 0.244
H -0.54808 1.90530 -0.78270 -0.2 0.5 -0.3 0.260
H -3.29181 -0.25538 0.33655 -0.3 -0.7 0.2 0.444
H -2.49486 -0.55243 1.82988 -0.6 -0.1 0.1 0.455
H -3.05654 0.96700 1.32687 0.0 0.3 0.7 0.442
H -2.37500 1.96398 -0.76644 0.3 0.4 0.6 0.225
```
Positions in Å, forces in eV/Å.

Which of these has the highest maximum force?
C40H66Ge3KN5O3